*w*
Formula: CH4NP3
Source: the Open Molecules 2025 dataset
Level of theory: wB97M-V/def2-TZVPD

Calculated values
2S+1: 1
E_LUMO (alpha / beta): -0.93 / -1.07 eV
frontier orbital gap (alpha / beta): 0.2313 / 0.2334 hartree

CARTESIAN COORDINATES (ANGSTROEM)
1 H -0.651 -0.270 -1.692
2 N -0.818 -1.336 0.827
3 P 0.968 0.651 1.654
4 C -1.312 -2.076 1.542
5 H 0.334 1.296 -2.564
6 H -1.432 -2.758 2.292
7 P 1.446 1.083 -0.247
8 H 1.957 2.253 -0.441
9 P -0.492 1.158 -1.371

*x*
Formula: CH4NP3
Source: the Open Molecules 2025 dataset
Level of theory: wB97M-V/def2-TZVPD

Calculated values
2S+1: 1
E_LUMO: 0.46 eV
frontier orbital gap: 0.3671 hartree

CARTESIAN COORDINATES (ANGSTROEM)
1 H -0.798 -2.064 -0.928
2 H -0.564 0.840 -2.123
3 P 0.765 -0.049 -0.117
4 N 0.561 0.555 2.866
5 P -0.966 -1.302 0.331
6 H -0.089 -2.330 0.724
7 C 0.615 0.444 1.728
8 P -0.362 1.656 -0.909
9 H 0.839 2.251 -1.572

The structure with the most favorable energy is *x*; the runner-up is 61.5 kcal/mol above it.

*w*
Formula: C44H58ClF6I2N4O7SSiTl
Source: the Open Molecules 2025 dataset
Level of theory: wB97M-V/def2-TZVPD

Calculated values
2S+1: 1
E_LUMO: -0.90 eV
frontier orbital gap: 0.2630 hartree

CARTESIAN COORDINATES (ANGSTROEM)
1 C -0.351 -0.776 4.340
2 C -0.670 1.354 5.386
3 C 1.978 3.471 -3.411
4 F 2.814 1.360 1.684
5 C -5.944 0.243 4.534
6 H 4.649 -5.986 -1.176
7 H 2.770 4.220 -3.462
8 H -2.901 0.389 -0.204
9 H 6.310 -0.433 1.801
10 H -2.170 -1.295 -2.485
11 H 4.988 -1.727 -6.478
12 F 0.180 1.414 2.084
13 C -0.508 3.071 -3.709
14 H 1.684 -1.447 4.173
15 C 2.736 2.662 1.322
16 H -1.826 5.306 -2.118
17 O 1.114 2.304 -0.382
18 C 3.143 -7.179 -0.243
19 H -1.327 2.140 5.739
20 O 2.036 -2.436 -2.436
21 H 1.446 -8.154 0.637
22 H -2.949 -0.906 4.299
23 H 6.652 -5.495 -5.313
24 N -2.341 -2.018 1.876
25 H -5.256 0.482 5.342
26 H -7.760 1.388 2.718
27 H -1.356 3.305 -4.347
28 H -7.102 -0.160 2.200
29 H 2.298 2.607 -3.999
30 O 1.642 -1.078 1.112
31 H -2.941 4.374 -4.174
32 O -4.307 1.577 1.358
33 C 5.755 -1.003 1.067
34 C 1.020 -0.660 4.507
35 O 1.315 -3.793 -3.901
36 C 4.320 -2.478 -0.828
37 H 3.525 -3.539 0.863
38 H -5.875 -0.824 4.320
39 H 0.446 4.995 -3.511
40 H 2.139 4.789 -0.242
41 Cl 3.252 0.648 5.280
42 H 1.268 -0.437 1.734
43 C 4.189 -2.748 0.536
44 C -4.355 0.770 2.542
45 C 5.903 -0.728 -0.285
46 H -0.122 -6.333 0.027
47 C 5.903 -3.615 -6.032
48 F 0.429 3.383 2.954
49 H -3.051 2.079 3.656
50 H -0.209 2.035 -3.872
51 C 3.596 -6.065 -0.931
52 Tl 0.729 -0.008 -1.310
53 C 5.052 -2.550 -5.777
54 C 4.286 -2.535 -4.622
55 C 1.381 -5.156 -0.935
56 F 3.703 2.860 0.407
57 C -2.506 -0.446 0.349
58 H -0.763 -1.659 3.869
59 N -3.114 -1.026 1.393
60 H 2.598 -0.935 1.125
61 C -1.278 -1.982 1.105
62 H 5.320 -1.245 -2.277
63 H -1.834 0.238 -2.562
64 H 3.838 -7.963 0.028
65 H -6.648 1.327 1.348
66 H 0.679 -4.369 -1.187
67 H 4.783 -2.233 2.532
68 C 0.262 2.731 1.783
69 H -5.513 3.228 2.855
70 C 1.364 4.566 0.490
71 I -2.205 0.221 -5.577
72 H -2.874 4.288 -1.111
73 C 0.924 -6.267 -0.244
74 F 3.085 3.380 2.412
75 H -4.900 2.774 4.458
76 C -5.691 1.104 3.292
77 C -1.210 0.229 4.772
78 N -1.338 -1.026 0.145
79 C -4.373 -0.683 2.019
80 C 0.663 4.020 -3.960
81 I -2.079 1.599 -7.882
82 C 5.985 -4.663 -5.127
83 H -0.434 -2.642 1.218
84 H 0.761 4.179 -5.036
85 C 4.357 -3.583 -3.700
86 H 5.286 -5.478 -3.283
87 N 1.123 -2.747 -3.381
88 H 1.579 5.095 1.417
89 H -6.634 2.840 4.163
90 H 1.863 3.157 -2.373
91 C -4.325 3.087 -3.128
92 H -2.243 0.949 2.596
93 C 1.802 -7.284 0.100
94 H 1.115 2.368 6.020
95 C -2.389 4.369 -2.087
96 C 1.537 0.479 5.103
97 H -3.236 0.443 5.409
98 C 2.724 -5.037 -1.296
99 C -5.674 2.578 3.715
100 F -0.969 3.082 1.331
101 C 0.699 1.485 5.555
102 C 4.896 -2.013 1.478
103 C -3.429 4.321 -3.199
104 H 6.576 0.053 -0.612
105 H -3.694 2.308 1.494
106 H -4.524 -1.398 2.821
107 H -5.170 -0.783 1.284
108 C -3.054 1.039 3.322
109 H 6.502 -3.638 -6.933
110 S -1.052 3.095 -1.956
111 H -4.045 5.221 -3.110
112 O -1.761 1.773 -1.776
113 C 5.217 -4.645 -3.973
114 H 0.403 4.881 0.087
115 C -6.869 0.899 2.324
116 C 1.346 3.037 0.708
117 H -3.735 2.176 -3.205
118 H -6.955 0.442 4.893
119 C -2.696 0.131 4.516
120 H -5.054 3.094 -3.939
121 H -4.868 3.063 -2.181
122 H 3.626 -1.695 -4.433
123 C 5.191 -1.461 -1.222
124 Si 3.380 -3.481 -2.104
125 O -1.683 -0.636 -2.990

*x*
Formula: C44H58ClF6I2N4O7SSiTl
Source: the Open Molecules 2025 dataset
Level of theory: wB97M-V/def2-TZVPD

Calculated values
2S+1: 1
E_LUMO: -2.85 eV
frontier orbital gap: 0.1759 hartree

CARTESIAN COORDINATES (ANGSTROEM)
1 H 7.429 5.660 -1.330
2 H -2.603 -2.975 2.880
3 C -5.513 -1.158 0.197
4 C 4.940 -1.025 -3.944
5 F -3.826 2.144 3.930
6 C 4.218 3.732 1.496
7 C -5.134 -2.431 0.948
8 H 5.590 -0.172 -3.796
9 C -1.773 -2.793 2.199
10 H -2.736 -5.179 -4.642
11 C -0.105 -3.113 -4.161
12 C 6.740 -0.462 -0.832
13 I -2.236 -1.252 -2.010
14 H 7.314 3.917 -1.459
15 I -3.299 -0.361 -4.508
16 C 2.748 1.703 1.302
17 H -2.059 0.752 5.274
18 H -1.303 3.739 -0.672
19 C 6.326 1.473 0.712
20 C -0.445 -4.505 -2.253
21 C 3.939 -1.297 -3.030
22 C 2.806 -4.736 1.487
23 F -4.296 0.327 2.889
24 H -2.071 -5.885 -2.367
25 H 7.832 5.488 1.107
26 H 2.379 1.801 0.296
27 F 0.243 1.634 3.426
28 H -0.323 -3.807 1.011
29 O -1.428 -2.190 -0.274
30 C 3.196 0.953 3.286
31 H -0.161 -4.822 -1.260
32 H 2.883 -4.537 2.549
33 N 3.608 2.503 1.919
34 O 2.164 1.300 -1.624
35 C -1.899 -4.706 -4.150
36 C -1.974 0.781 3.095
37 H 2.530 -5.449 -2.279
38 H 4.155 3.716 -1.668
39 C 2.609 -5.240 -1.222
40 C 5.916 -2.655 -0.370
41 C 3.235 -3.165 -4.331
42 H -2.594 2.946 -0.383
43 C 3.050 -6.233 -0.366
44 C -1.042 -4.060 1.794
45 C -0.292 -4.653 2.980
46 H 3.834 -0.672 -2.157
47 H -0.983 -4.903 3.784
48 C 5.391 -2.211 0.832
49 H 0.435 -2.329 -4.669
50 H 6.998 -2.141 -2.141
51 Cl 5.741 -4.306 -0.826
52 H 3.194 0.333 4.159
53 H -5.605 -1.344 -0.872
54 H -4.768 -0.381 0.351
55 H -6.464 -0.780 0.565
56 C -1.187 -3.709 -4.790
57 H 4.880 4.018 2.310
58 F -1.330 2.881 4.159
59 H 7.777 3.741 0.971
60 H 1.823 1.594 -2.472
61 H 2.566 -3.995 -4.504
62 H 2.014 0.328 -1.606
63 C 5.429 2.266 -0.250
64 C 3.149 -5.983 0.993
65 C -3.416 1.337 2.941
66 H 6.042 1.636 1.751
67 H 6.005 4.948 -2.063
68 N 2.463 0.696 2.153
69 O 3.934 4.036 -0.789
70 C 6.741 4.821 -1.275
71 H 5.144 -0.546 2.137
72 H 0.432 -3.934 3.355
73 S -2.478 -1.884 0.790
74 H -5.952 -3.152 0.870
75 N 3.890 2.037 3.138
76 H -2.625 -0.740 4.492
77 C 0.272 -3.507 -2.889
78 Si 1.678 -2.605 -1.922
79 C 5.541 -0.883 1.189
80 F -3.572 2.029 1.799
81 H 2.095 -2.774 1.005
82 H 6.127 6.955 0.126
83 C -1.885 0.055 4.456
84 H -1.076 -2.089 2.651
85 H 7.275 0.214 -1.483
86 H 4.524 1.678 -0.428
87 C 4.245 -2.910 -5.243
88 N 1.598 -0.359 1.896
89 H 6.789 4.570 2.169
90 H -3.666 -4.034 0.862
91 C 6.074 4.797 0.106
92 C 6.597 -1.784 -1.207
93 C 2.365 -3.746 0.622
94 H 5.078 6.282 1.360
95 C 4.958 3.684 0.134
96 C 3.069 -2.358 -3.218
97 H 3.440 4.492 1.381
98 H 4.863 -2.898 1.474
99 C 5.412 6.164 0.333
100 H 3.493 -6.758 1.665
101 H -3.918 -3.183 -0.670
102 H 7.366 1.779 0.597
103 H 5.932 2.332 -1.215
104 H 0.235 -5.557 2.681
105 C -1.028 2.010 3.187
106 H -1.481 -3.381 -5.775
107 C 7.175 4.623 1.156
108 H -0.896 -0.389 4.548
109 O -1.773 2.931 -0.881
110 H 5.881 -1.632 -5.767
111 C 5.097 -1.836 -5.053
112 H -4.999 -2.187 2.006
113 C -3.857 -3.065 0.410
114 O 1.447 -1.101 2.863
115 O 1.322 -1.227 -1.300
116 Tl -0.381 0.509 -0.203
117 C -1.526 -5.103 -2.878
118 O -1.682 0.050 2.022
119 C 2.264 -3.982 -0.741
120 C 6.213 0.010 0.366
121 H -1.736 -4.809 1.398
122 H 3.323 -7.201 -0.760
123 H 4.562 6.292 -0.330
124 F -0.967 2.729 2.051
125 H 4.358 -3.542 -6.112

The structure with the most favorable energy is *w*; the runner-up is 72.2 kcal/mol above it.

*w*
Formula: C5H6O4
Source: the Open Molecules 2025 dataset
Level of theory: wB97M-V/def2-TZVPD

Calculated values
2S+1: 1
E_LUMO: 0.54 eV
frontier orbital gap: 0.2984 hartree

CARTESIAN COORDINATES (ANGSTROEM)
1 H 1.675 1.346 0.934
2 C 1.512 0.384 0.694
3 O -2.382 -2.094 1.028
4 C 0.206 0.270 -0.097
5 O 0.332 -1.132 -0.562
6 H 2.164 0.122 -0.112
7 O -1.439 -2.916 0.299
8 H 0.967 1.696 -1.734
9 H -0.150 2.245 -0.507
10 O -1.240 0.346 0.754
11 C 0.065 1.417 -1.090
12 H -0.819 1.345 -1.769
13 C -1.638 -0.964 0.639
14 C -0.774 -1.707 -0.039
15 H 1.521 -0.357 1.563

*x*
Formula: C5H6O4
Source: the Open Molecules 2025 dataset
Level of theory: wB97M-V/def2-TZVPD

Calculated values
2S+1: 1
E_LUMO: 0.02 eV
frontier orbital gap: 0.3515 hartree

CARTESIAN COORDINATES (ANGSTROEM)
1 C 0.233 1.859 -0.641
2 C -0.622 -0.393 0.265
3 O 1.620 -2.793 -1.700
4 H -1.052 -2.101 1.476
5 O 2.130 -0.560 -1.694
6 H 0.170 1.346 -1.599
7 O -0.554 -0.942 -0.806
8 H 1.256 1.810 -0.270
9 H -0.028 2.909 -0.747
10 O -1.411 1.749 1.108
11 H -1.840 -0.574 1.986
12 H -0.127 -0.807 2.281
13 C -0.934 -1.026 1.584
14 C -0.667 1.192 0.347
15 C 1.826 -1.669 -1.590

The structure with the most favorable energy is *x*; the runner-up is 202.6 kcal/mol above it.

*w*
Formula: C3H6Cl2O
Source: the Open Molecules 2025 dataset
Level of theory: wB97M-V/def2-TZVPD

Calculated values
2S+1: 1
E_LUMO: 0.65 eV
frontier orbital gap: 0.4189 hartree

CARTESIAN COORDINATES (ANGSTROEM)
1 H 1.528 0.424 0.617
2 H -1.671 -0.946 1.459
3 H 0.858 1.456 -1.887
4 Cl -1.045 1.830 0.957
5 H -0.692 -1.813 -0.021
6 Cl -1.439 0.260 -1.492
7 C 0.970 0.250 -0.282
8 H 0.146 -1.096 1.483
9 H 1.171 -0.745 -0.536
10 C -0.552 0.247 0.055
11 O 1.451 1.209 -1.213
12 C -0.724 -1.075 0.859

*x*
Formula: C3H6Cl2O
Source: the Open Molecules 2025 dataset
Level of theory: wB97M-V/def2-TZVPD

Calculated values
2S+1: 1
E_LUMO: 0.06 eV
frontier orbital gap: 0.3729 hartree

CARTESIAN COORDINATES (ANGSTROEM)
1 O -2.112 -0.097 -0.855
2 C 1.372 -0.421 0.680
3 H 0.931 -1.363 1.220
4 C -1.134 -0.108 -0.024
5 H 2.405 -0.556 0.193
6 H -2.699 0.991 -0.855
7 C 0.325 0.132 -0.446
8 H -0.969 0.778 0.774
9 H -0.912 -1.014 0.664
10 H 1.587 0.693 1.451
11 Cl 0.683 -0.839 -1.767
12 Cl 0.522 1.805 -1.036

*y*
Formula: C3H6Cl2O
Source: the Open Molecules 2025 dataset
Level of theory: wB97M-V/def2-TZVPD

Calculated values
2S+1: 1
E_LUMO: 0.84 eV
frontier orbital gap: 0.4276 hartree

CARTESIAN COORDINATES (ANGSTROEM)
1 C 0.101 0.207 1.227
2 C -0.830 -0.367 -1.079
3 Cl -2.253 0.714 -0.868
4 H -1.145 -1.341 -0.812
5 H 0.083 -0.820 1.662
6 H 2.072 -0.512 0.008
7 Cl 1.385 1.165 2.008
8 H -0.867 0.666 1.634
9 O 1.356 -0.664 -0.626
10 H 0.412 1.244 -0.671
11 H -0.642 -0.511 -2.187
12 C 0.327 0.219 -0.296

*z*
Formula: C3H6Cl2O
Source: the Open Molecules 2025 dataset
Level of theory: wB97M-V/def2-TZVPD

Calculated values
2S+1: 1
E_LUMO: 0.66 eV
frontier orbital gap: 0.3476 hartree

CARTESIAN COORDINATES (ANGSTROEM)
1 H -1.653 1.055 -0.987
2 H -3.157 1.871 -0.693
3 H -1.566 2.152 0.359
4 C 2.535 -1.209 -0.342
5 Cl -2.461 0.030 0.872
6 C -2.204 1.504 -0.188
7 H 2.554 -2.293 -0.636
8 C 1.431 -0.726 0.324
9 H -0.531 -1.203 0.713
10 O 0.389 -1.449 0.664
11 Cl 1.235 0.993 0.409
12 H 3.428 -0.726 -0.496

The structure with the most favorable energy is *y*; the runner-up is 9.9 kcal/mol above it.

*w*
Formula: C2H4BrNO
Source: the Open Molecules 2025 dataset
Level of theory: wB97M-V/def2-TZVPD

Calculated values
2S+1: 1
E_LUMO: 0.36 eV
frontier orbital gap: 0.3911 hartree

CARTESIAN COORDINATES (ANGSTROEM)
1 H 0.055 0.862 -0.021
2 C 2.466 3.430 -0.097
3 N 2.700 2.685 0.744
4 H 3.116 -1.572 -0.365
5 O -0.260 2.759 -0.751
6 C -0.204 1.922 0.097
7 Br 1.870 4.533 -1.369
8 H -0.420 2.142 1.229
9 H 3.646 -1.033 -0.429

*x*
Formula: C2H4BrNO
Source: the Open Molecules 2025 dataset
Level of theory: wB97M-V/def2-TZVPD

Calculated values
2S+1: 1
E_LUMO: 0.37 eV
frontier orbital gap: 0.3837 hartree

CARTESIAN COORDINATES (ANGSTROEM)
1 O 0.225 -1.095 -0.457
2 C -0.447 -0.821 -1.408
3 N 1.531 0.818 1.187
4 H -0.278 1.905 2.355
5 Br -1.456 1.532 3.162
6 H 1.848 -0.097 0.934
7 H -0.123 -0.082 -2.158
8 H -1.436 -1.261 -1.600
9 C 1.048 1.836 1.462

The structure with the most favorable energy is *x*; the runner-up is 14.7 kcal/mol above it.

*w*
Formula: C6H16BN
Source: the Open Molecules 2025 dataset
Level of theory: wB97M-V/def2-TZVPD

Calculated values
2S+1: 1
E_LUMO: 0.74 eV
frontier orbital gap: 0.3688 hartree

CARTESIAN COORDINATES (ANGSTROEM)
1 H -2.293 1.786 -0.983
2 H 2.688 1.960 -0.796
3 H -1.908 1.831 0.727
4 H -2.162 -0.204 -1.732
5 C -2.091 1.189 -0.090
6 H -2.329 -1.541 -0.680
7 B 0.400 0.694 -0.365
8 C 1.859 -1.114 0.433
9 H 3.504 1.012 0.669
10 C -1.228 -0.607 1.323
11 N 1.645 0.222 -0.033
12 H 0.400 1.687 -1.261
13 H -0.680 -0.119 2.229
14 C -1.637 -0.845 -1.084
15 H -0.799 -1.476 -1.464
16 H -2.308 -0.579 1.474
17 H 2.961 -1.269 0.466
18 C -1.012 0.084 -0.007
19 H 3.580 0.389 -0.917
20 H -1.068 -1.720 1.167
21 H -3.117 0.934 0.163
22 H 1.321 -1.399 1.396
23 C 2.856 0.905 -0.342
24 H 1.417 -1.820 -0.294

*x*
Formula: C6H16BN
Source: the Open Molecules 2025 dataset
Level of theory: wB97M-V/def2-TZVPD

Calculated values
2S+1: 1
E_LUMO: 0.59 eV
frontier orbital gap: 0.3555 hartree

CARTESIAN COORDINATES (ANGSTROEM)
1 N -1.398 -1.473 0.054
2 B -0.421 -0.503 -0.054
3 C -2.264 1.454 -0.051
4 H 0.930 -2.745 -0.037
5 H 0.855 2.416 -0.938
6 C 0.168 2.242 -0.125
7 H -0.278 3.254 0.145
8 H -2.274 -1.511 -0.353
9 H 1.912 -1.237 -1.809
10 H 1.389 0.438 -1.547
11 H -2.228 2.333 0.586
12 H -2.953 1.681 -0.868
13 H 2.847 0.225 -0.991
14 C 1.855 -0.418 -1.109
15 H 1.538 0.095 0.871
16 C 1.232 -2.143 0.825
17 H 0.739 1.898 0.711
18 H 0.509 -2.245 1.642
19 C -0.815 1.095 -0.543
20 H -0.749 1.037 -1.586
21 H -2.672 0.742 0.592
22 H 2.284 -2.245 1.198
23 H -1.168 -2.452 0.010
24 C 1.113 -0.714 0.266

The structure with the most favorable energy is *x*; the runner-up is 24.7 kcal/mol above it.

*w*
Formula: C5H15NOS
Source: the Open Molecules 2025 dataset
Level of theory: wB97M-V/def2-TZVPD

Calculated values
2S+1: 1
E_LUMO: 0.63 eV
frontier orbital gap: 0.3432 hartree

CARTESIAN COORDINATES (ANGSTROEM)
1 H 2.312 -0.850 0.455
2 H 2.345 0.654 1.202
3 H 0.092 0.443 1.956
4 H -1.454 -1.234 1.537
5 H -0.427 -2.202 2.622
6 H 0.785 0.798 -2.446
7 C 1.644 -0.140 0.701
8 C -0.392 -1.625 1.707
9 H -3.479 -0.181 -2.053
10 H -4.765 -0.813 -2.468
11 H 1.342 -0.617 2.748
12 H -0.650 1.175 0.899
13 C -0.031 1.566 0.046
14 H -0.700 1.863 -0.630
15 C 0.662 -0.517 1.858
16 H 1.966 1.915 -1.744
17 H 0.454 2.414 0.465
18 N 0.847 0.437 -0.408
19 H 2.402 0.207 -1.811
20 C 1.547 0.940 -1.611
21 O -4.261 0.030 -2.479
22 H 0.086 -1.648 -0.675
23 S -0.324 -2.616 0.125

*x*
Formula: C5H15NOS
Source: the Open Molecules 2025 dataset
Level of theory: wB97M-V/def2-TZVPD

Calculated values
2S+1: 1
E_LUMO: -1.12 eV
frontier orbital gap: 0.2303 hartree

CARTESIAN COORDINATES (ANGSTROEM)
1 H 0.003 3.196 -0.769
2 C -2.071 -0.663 -1.467
3 C 1.371 -0.534 0.019
4 O -0.547 2.414 -0.719
5 C 0.370 -0.692 -1.160
6 H -1.681 -0.679 -2.483
7 H 0.028 -2.169 -2.737
8 H 1.362 -1.504 0.511
9 H -0.462 2.049 0.176
10 H 1.613 1.484 1.107
11 H -2.867 -1.391 -1.333
12 H -1.045 -0.333 0.233
13 H -2.438 0.345 -1.269
14 H 1.691 -1.748 -2.537
15 H -1.732 0.964 1.754
16 C 0.986 0.639 0.846
17 C 0.761 -1.921 -1.976
18 S 0.234 0.502 2.392
19 H 1.054 -2.728 -1.306
20 N -0.944 -0.972 -0.552
21 H 0.343 0.168 -1.835
22 H 2.295 -0.250 -0.486
23 H 0.874 1.541 2.947

The structure with the most favorable energy is *w*; the runner-up is 77.8 kcal/mol above it.